Below is a structure of composition C25H19AuI2N6O in a non-equilibrium geometry, with properties calculated with wB97M-V/def2-TZVPD.

Properties
Spin multiplicity = 3
Net charge = +2
Expectation value of S² = 2.033
Gap between HOMO and LUMO (alpha / beta) = 0.27850 / 0.20902 Ha
Molar mass = 870.2 g/mol
Strongest force on any atom = 1.0 eV Å⁻¹

Element x y z (Å)
1 H 0.9795 3.4680 4.1672
2 H 2.3951 1.0054 -0.1763
3 H 2.2150 4.8745 2.5548
4 C 0.8528 2.7163 0.3223
5 C -1.8991 2.2693 -3.8888
6 N -4.1899 0.2929 -1.1384
7 C -1.3849 1.2976 -3.0542
8 C 4.2505 -3.9183 -0.1395
9 C 4.7243 -1.4479 -0.1729
10 H -5.1854 2.2839 -2.9809
11 O 0.2493 -3.0623 -0.4792
12 H -4.1442 -0.8975 1.2620
13 C -2.2672 0.6845 -2.1737
14 H -3.6060 3.3991 -4.5279
15 C 1.4656 -3.3148 -0.3102
16 C 0.2272 1.8761 1.2373
17 C 1.9527 -4.6526 -0.2196
18 N 1.9901 -1.0036 -0.1992
19 C -0.9838 0.3780 2.2469
20 N -0.5380 0.7454 1.0599
21 C -3.2136 -0.4471 -0.5826
22 C -4.1428 2.0103 -3.0065
23 C -3.2512 2.6220 -3.8679
24 C -3.3893 -1.3453 0.6004
25 H -1.4245 -1.4204 3.2625
26 H 3.6312 -5.9592 -0.1064
27 N -2.1284 -1.5788 1.2983
28 C 1.5506 3.7949 0.8305
29 C 0.9673 3.2443 3.1153
30 N -0.5367 1.2031 3.2101
31 C -1.8884 -0.7884 2.4985
32 C 2.4592 -2.2624 -0.2163
33 N -2.0639 -0.2554 -1.1905
34 H -0.7403 1.1281 4.1955
35 H -2.8262 -0.4024 2.9305
36 C 2.8275 0.0134 -0.1835
37 Au -0.2230 -0.8756 -0.3034
38 C 1.6362 4.0356 2.2035
39 H 0.7524 2.5492 -0.7398
40 H -2.0214 -2.5658 1.4981
41 H 5.7948 -1.6039 -0.1737
42 H 2.0310 4.4821 0.1539
43 I 6.2820 -4.4495 -0.0447
44 I 0.5087 -6.1543 -0.2596
45 H 4.8587 0.6897 -0.1788
46 H -0.3387 1.0356 -3.0679
47 C 3.8466 -2.5477 -0.1738
48 C 0.2546 2.1659 2.6153
49 C 4.2105 -0.1710 -0.1801
50 H -5.1713 0.2716 -0.9054
51 C -3.6315 1.0389 -2.1580
52 H -1.2416 2.7831 -4.5704
53 H -3.7879 -2.3031 0.2524
54 C 3.3061 -4.9304 -0.1462